No. 1
C7H10 | wB97M-V/def2-TZVPD

Properties
**Orbital gap**: 0.3646 Ha
**LUMO**: 1.17 eV
**Calculated total energy**: -272.5440 a.u.
**Energy relative to the best compared isomer or geometry (same formula, charge and spin)**: 109.2 kcal per mole
**Highest occupied orbital energy**: -8.75 eV

Last column: Löwdin charge in e.
Atoms and positions in Å:
C 2.32 0.88 -0.04  -0.089
C 2.00 1.21 -1.28  -0.079
C -0.78 -0.30 0.98  -0.272
C -0.87 0.91 1.51  0.038
C -1.87 -1.11 0.47  -0.169
C -1.42 -1.10 -0.93  -0.074
C -0.44 -1.47 0.18  -0.105
H 2.14 1.55 0.80  0.043
H 2.76 -0.08 0.20  0.050
H 1.54 2.17 -1.52  0.047
H 2.17 0.54 -2.12  0.046
H -0.13 1.49 2.02  0.037
H -1.85 1.35 1.37  0.062
H -2.63 -1.62 1.04  0.138
H -1.28 -0.13 -1.41  0.103
H -1.79 -1.89 -1.58  0.101
H 0.11 -2.39 0.31  0.122

***

No. 2
C7H10 | wB97M-V/def2-TZVPD

Properties
**Orbital gap**: 0.3601 Ha
**LUMO**: 0.99 eV
**Calculated total energy**: -272.6046 a.u.
**Energy relative to the best compared isomer or geometry (same formula, charge and spin)**: 71.2 kcal per mole
**Highest occupied orbital energy**: -8.81 eV

Last column: Löwdin charge in e.
Atoms and positions in Å:
C -1.27 -0.63 -1.34  -0.071
C 0.98 0.22 0.92  -0.484
C -0.15 -0.59 -0.92  -0.042
C 1.17 -0.53 -0.29  -0.200
C 0.53 -0.37 2.04  0.057
C -2.63 -0.63 -1.88  -0.091
C 1.35 1.61 0.90  -0.089
H 2.00 -0.12 -0.91  0.130
H 1.46 -1.63 0.13  0.167
H 0.47 0.17 2.99  0.073
H 0.53 -1.44 1.98  0.057
H -3.38 -1.09 -1.25  0.074
H -2.50 -1.36 -2.68  0.077
H -2.93 0.28 -2.29  0.055
H 0.87 2.15 1.71  0.074
H 1.03 2.27 0.02  0.109
H 2.46 1.69 0.87  0.103

***

No. 3
C7H10 | wB97M-V/def2-TZVPD

Properties
**Orbital gap**: 0.2980 Ha
**LUMO**: 1.10 eV
**Calculated total energy**: -272.5592 a.u.
**Energy relative to the best compared isomer or geometry (same formula, charge and spin)**: 99.6 kcal per mole
**Highest occupied orbital energy**: -7.01 eV

Last column: Löwdin charge in e.
Atoms and positions in Å:
C 1.25 -0.82 0.99  -0.085
C 1.70 -0.91 -0.44  -0.097
C 0.39 -0.27 -0.13  -0.453
C -0.95 -0.88 -0.47  -0.082
C -1.90 0.11 -0.37  -0.206
C -1.29 1.38 0.04  -0.130
C 0.19 1.24 -0.27  -0.140
H 1.76 -0.10 1.64  0.099
H 0.94 -1.73 1.49  0.099
H 1.68 -1.88 -0.93  0.102
H 2.51 -0.26 -0.77  0.104
H -1.17 -1.93 -0.35  0.102
H -1.58 0.30 0.88  0.216
H -2.98 0.03 -0.40  0.124
H -1.81 2.35 0.03  0.108
H 0.41 1.53 -1.31  0.126
H 0.84 1.84 0.38  0.114

***

No. 4
C7H10 | wB97M-V/def2-TZVPD

Properties
**Orbital gap**: 0.3816 Ha
**LUMO**: 1.22 eV
**Calculated total energy**: -272.6000 a.u.
**Energy relative to the best compared isomer or geometry (same formula, charge and spin)**: 74.0 kcal per mole
**Highest occupied orbital energy**: -9.16 eV

Last column: Löwdin charge in e.
Atoms and positions in Å:
C 1.27 -0.47 0.99  -0.112
C 1.20 0.75 0.05  -0.160
C 1.28 -0.68 -0.46  -0.171
C -0.16 -0.54 -1.00  -0.193
C -1.36 -0.73 -0.02  -0.129
C -1.34 0.79 0.33  -0.134
C -0.16 0.96 -0.62  -0.228
H 2.27 -0.54 1.44  0.111
H 0.46 -0.73 1.66  0.091
H 1.79 1.43 0.64  0.122
H 2.08 -1.21 -0.98  0.126
H -0.30 -0.89 -2.02  0.133
H -1.21 -1.42 0.80  0.096
H -2.27 -1.01 -0.55  0.102
H -2.25 1.33 0.07  0.099
H -1.07 1.05 1.36  0.106
H -0.23 1.71 -1.41  0.139

***

No. 5
C7H10 | wB97M-V/def2-TZVPD

Properties
**Orbital gap**: 0.3287 Ha
**LUMO**: 1.01 eV
**Calculated total energy**: -272.5442 a.u.
**Energy relative to the best compared isomer or geometry (same formula, charge and spin)**: 109.1 kcal per mole
**Highest occupied orbital energy**: -7.94 eV

Last column: Löwdin charge in e.
Atoms and positions in Å:
C 0.87 1.13 1.38  0.063
C 0.51 0.43 0.34  -0.041
C 1.85 0.25 0.76  -0.295
C 3.03 -0.34 0.83  -0.016
C -1.03 -1.43 -0.84  -0.084
C -1.92 0.85 -0.34  -0.132
C -0.81 0.11 -0.89  -0.300
H 0.68 2.07 1.92  0.112
H 3.42 -1.12 0.19  0.034
H 3.61 -0.03 1.68  0.036
H -0.01 -1.85 -0.83  0.077
H -1.65 -1.76 -1.79  0.116
H -1.64 -1.65 -0.05  0.034
H -2.01 0.65 0.68  0.063
H -2.91 0.41 -0.70  0.113
H -1.73 1.90 -0.51  0.083
H -0.24 0.39 -1.82  0.137

***

No. 6
C7H10 | wB97M-V/def2-TZVPD

Properties
**Orbital gap**: 0.3311 Ha
**LUMO**: 1.10 eV
**Calculated total energy**: -272.5841 a.u.
**Energy relative to the best compared isomer or geometry (same formula, charge and spin)**: 84.0 kcal per mole
**Highest occupied orbital energy**: -7.91 eV

Last column: Löwdin charge in e.
Atoms and positions in Å:
C 1.06 0.44 1.51  -0.106
C 0.05 1.23 0.71  -0.167
C -0.21 0.78 -0.92  -0.203
C 0.38 -0.50 -1.43  -0.158
C -0.37 -1.52 -0.62  -0.097
C -1.22 -0.96 0.24  -0.056
C -1.18 0.55 0.18  -0.254
H 2.02 0.95 1.51  0.071
H 0.74 0.39 2.57  0.080
H 1.20 -0.60 1.18  0.061
H 0.54 1.82 -0.14  0.118
H -0.48 1.58 -1.62  0.143
H 1.47 -0.55 -1.27  0.121
H 0.21 -0.59 -2.51  0.115
H -0.18 -2.59 -0.73  0.101
H -1.88 -1.50 0.91  0.105
H -2.13 1.07 0.20  0.126

***

No. 7
C7H10 | wB97M-V/def2-TZVPD

Properties
**Orbital gap (spin up / spin down)**: 0.2762 / 0.3000 Ha
**LUMO (spin up / spin down)**: -0.49 / -0.42 eV
**Calculated total energy**: -272.5161 a.u.
**Energy relative to the best compared isomer or geometry (same formula, charge and spin)**: 126.7 kcal per mole
**Highest occupied orbital energy (spin up / spin down)**: -8.00 / -8.58 eV

Last column: Löwdin charge in e.
Atoms and positions in Å:
C -1.58 0.94 -0.79  0.014
C -1.20 -0.30 -0.51  -0.163
C 0.22 -0.82 -0.47  -0.286
C 1.30 0.16 -1.11  -0.140
C 1.62 0.98 0.12  -0.089
C 1.50 0.20 1.22  -0.029
C 0.84 -0.94 0.93  -0.097
H -2.62 1.25 -0.72  0.057
H -1.94 -0.52 2.81  0.036
H -0.88 1.72 -1.08  0.053
H -1.96 -1.03 -0.22  0.098
H 0.24 -1.82 -0.94  0.132
H 0.94 0.76 -1.95  0.102
H 2.15 -0.43 -1.47  0.114
H 1.71 2.06 0.11  0.095
H -1.25 -0.32 2.58  0.009
H 0.91 -1.87 1.48  0.096

***

No. 8
C7H10 | wB97M-V/def2-TZVPD

Properties
**Orbital gap**: 0.3286 Ha
**LUMO**: 1.19 eV
**Calculated total energy**: -272.5275 a.u.
**Energy relative to the best compared isomer or geometry (same formula, charge and spin)**: 119.5 kcal per mole
**Highest occupied orbital energy**: -7.75 eV

Last column: Löwdin charge in e.
Atoms and positions in Å:
C -1.63 0.00 0.28  -0.136
C -1.69 0.71 -0.98  -0.115
C -0.29 0.49 -0.46  -0.240
C 0.61 -0.57 -1.08  -0.112
C 1.29 -0.75 0.26  -0.217
C 1.79 0.52 0.90  -0.087
C 0.37 0.19 0.99  -0.234
H -1.75 -1.07 0.39  0.117
H -1.87 0.59 1.16  0.111
H -1.92 0.00 -1.78  0.115
H -2.18 1.67 -1.06  0.094
H 0.05 -1.45 -1.42  0.112
H 1.29 -0.28 -1.90  0.113
H 1.63 -1.72 0.61  0.129
H 2.02 1.40 0.31  0.110
H 2.35 0.38 1.82  0.101
H -0.07 -0.11 1.95  0.137